Entry from OMol25: a 2-piece molecular cluster, C3H6S4 overall (ωB97M-V/def2-TZVPD).

```
! wB97M-V def2-TZVPD RIJCOSX def2/J DEFGRID3
* xyz 0 1
C 1.44549 0.25393 0.34344
S 1.46976 -0.80276 1.69481
H -1.14134 -0.93231 -2.02000
H -0.79001 -0.11104 1.92257
C 1.96160 -1.03457 -0.06584
C -1.33742 0.55185 -0.21806
H 1.92810 1.21384 0.29803
H -2.79587 2.33837 -0.50695
S -1.44790 -1.14897 -0.74154
H 1.29241 -1.71287 -0.58352
S -1.68123 0.79687 1.47635
S -1.91981 1.77839 -1.33230
H 3.01621 -1.19073 -0.26699
*
```

Results
Frontier orbital gap (spin up / spin down): 0.28191 / 0.26246 Ha
Total energy: -46545.0510 eV
Relative energy (zero: lowest compared OMol25 entry of this formula, charge and spin): 74.9 kcal per mole